ORCA calculation (wB97M-V/def2-TZVPD) on C5H6O2 in the gas phase.

Each line ends with the Löwdin charge.
Cartesian coordinates (Å):
O 0.29 1.66 -1.60  -0.0520
C 0.25 1.25 -0.26  -0.2340
C -0.40 -0.14 -0.12  -0.2758
C 0.45 -1.22 -0.80  -0.1851
O 1.16 -0.99 -1.75  0.0627
C -0.65 -0.51 1.28  -0.1155
C -0.83 -0.83 2.42  0.1355
H 0.83 1.01 -2.07  0.0726
H 1.25 1.23 0.20  0.1334
H -0.36 1.98 0.28  0.1277
H -1.35 -0.11 -0.67  0.1658
H 0.37 -2.23 -0.37  0.1331
H -0.99 -1.12 3.44  0.0317

The value obtained for the energy relative to the best compared isomer or geometry (same formula, charge and spin) is 2.361 eV. The calculation puts the LUMO energy at 0.61 eV. As for the net charge: 0. The maximum force is 0.6 eV Å⁻¹. The calculation puts the orbital gap at 0.3943 Ha. As for the SMILES: C#C[C@H](C=O)CO.